Molecular formula: C19H23NO4S2
Method: DFT, ωB97M-V with the def2-TZVPD basis set

```
49
Properties=species:S:1:pos:R:3:forces:R:3
C -0.4065 3.3289 3.2116 0.008 -0.425 -0.226
C -1.0359 1.9999 2.7429 -0.883 0.612 -1.098
C -1.7242 1.1346 3.8055 0.743 0.355 0.271
C -1.6671 -0.2865 3.2728 -0.320 -0.641 -0.291
C -0.7227 -0.2581 2.0542 -0.323 -0.160 -0.139
N -0.1028 1.0886 1.9834 -1.584 -0.999 -0.004
C 0.1694 1.7092 0.3541 0.521 3.316 -1.265
C 0.8202 1.2529 -0.8617 0.995 -1.116 0.342
S 0.0720 1.2050 -2.4829 -0.381 -0.767 1.233
O -0.5356 2.4726 -2.8260 0.078 -0.541 0.283
O 0.9852 0.5652 -3.4041 -0.229 0.501 0.267
C -1.2336 -0.0032 -2.1495 -0.181 0.237 -0.092
C -0.9667 -1.3547 -2.3562 -0.318 -0.338 0.455
C -1.8625 -2.3192 -1.8608 0.326 0.612 -0.368
C -3.0268 -1.9116 -1.2140 -0.387 -0.207 0.148
C -3.3275 -0.5560 -1.0686 0.557 0.419 -0.375
C -2.4280 0.4114 -1.5580 -0.231 -0.609 0.222
S 2.6082 1.0383 -0.8950 -1.691 -0.539 -0.139
O 3.0730 1.0154 0.4818 -0.276 0.283 -0.055
O 3.1716 1.9624 -1.8454 0.352 -0.530 0.202
C 2.7885 -0.6893 -1.4736 0.453 0.215 0.034
C 3.3230 -0.9748 -2.7246 -0.162 -0.395 -0.158
C 3.3657 -2.3045 -3.1778 -0.048 0.531 0.267
C 2.8748 -3.3341 -2.3804 0.182 -0.155 -0.009
C 2.3967 -3.0501 -1.1050 0.082 0.687 0.294
C 2.3902 -1.7262 -0.6309 -0.301 -0.400 -0.426
H -1.1635 3.8920 3.8230 0.868 -0.505 -0.578
H 0.5165 3.1238 3.8056 -0.706 0.287 -0.242
H -0.1234 3.9147 2.3101 -0.174 -0.162 0.788
H -1.7482 2.2093 1.9450 -0.480 0.381 0.208
H -1.0912 1.1865 4.6927 -0.151 0.082 0.265
H -2.7337 1.4752 4.0875 0.475 -0.001 -0.298
H -1.3548 -0.9790 4.0561 0.115 0.011 -0.166
H -2.6380 -0.6436 2.9168 0.042 0.118 0.176
H 0.0584 -1.0151 2.0576 -0.026 0.017 -0.006
H -1.3197 -0.3803 1.1554 0.102 -0.078 -0.274
H 0.6842 1.0471 2.5681 2.178 0.046 0.211
H -0.8800 2.0296 0.0967 0.973 -0.413 0.564
H 0.7396 2.5861 0.7512 -0.593 -0.704 -0.075
H -0.0600 -1.6533 -2.8719 -0.009 0.073 0.114
H -1.6409 -3.3753 -2.0076 -0.106 0.230 0.054
H -3.7407 -2.6643 -0.8518 0.381 0.356 -0.118
H -4.2527 -0.2290 -0.5960 0.162 -0.159 -0.124
H -2.6572 1.4700 -1.4837 0.064 -0.081 0.008
H 3.6631 -0.1660 -3.3618 -0.082 -0.041 0.092
H 3.7721 -2.5155 -4.1616 -0.052 0.012 0.108
H 2.9080 -4.3729 -2.7303 -0.071 0.474 0.093
H 2.0347 -3.8471 -0.4624 0.082 0.078 -0.062
H 2.0288 -1.5091 0.3692 0.027 0.031 -0.111
```
Positions in Å, forces in eV/Å.

HOMO-LUMO gap in eV: 7.93
Structure (SMILES): C[C@@H]1CCC[N@H+]1CC(S(=O)(=O)c1ccccc1)=[S@](=O)([O-])c1ccccc1
Strongest force on any atom in eV/Å: 3.59
ΔE to the lowest compared entry with this formula, charge and spin in kJ/mol: 349.4

---

Molecular formula: C5H7NO
Method: DFT, ωB97M-V with the def2-TZVPD basis set

```
14
Properties=species:S:1:pos:R:3:forces:R:3
O 1.1231 1.7135 0.3645 0.215 0.019 -0.710
C 1.0920 0.7067 -0.3022 0.106 0.540 0.178
C 1.6524 -0.6491 0.0363 0.066 0.030 0.275
N 0.1660 -0.9593 0.1177 -0.137 -0.119 0.051
C -0.8565 -0.1547 0.9687 0.007 -0.260 0.118
C -1.4357 0.4352 -0.3408 -0.116 0.042 -0.001
C -0.1256 0.0249 -0.9703 -0.123 0.144 -0.373
H 2.0509 -1.1882 -0.8385 -0.296 0.053 0.395
H 2.3109 -0.7744 0.8960 -0.306 0.082 0.102
H -0.5321 0.6599 1.6377 0.536 -0.580 -0.272
H -1.4750 -0.8476 1.5334 -0.048 0.006 -0.110
H -1.6555 1.5035 -0.3836 -0.030 -0.151 0.231
H -2.2785 -0.1476 -0.7157 0.092 0.106 -0.036
H -0.0365 -0.3227 -2.0033 0.034 0.087 0.150
```
Positions in Å, forces in eV/Å.

HOMO-LUMO gap in eV: 10.56
Strongest force on any atom in eV/Å: 0.84
ΔE to the lowest compared entry with this formula, charge and spin in kJ/mol: 294.8

---

Molecular formula: C17H22N4O4S2
Method: DFT, ωB97M-V with the def2-TZVPD basis set

```
49
Properties=species:S:1:pos:R:3:forces:R:3
C 3.9010 -2.8079 3.1628 0.025 0.049 -0.015
C 3.4118 -2.4957 1.7814 -0.010 -0.104 -0.017
C 3.1266 -3.5011 0.8716 0.027 0.149 0.136
C 2.6786 -3.2136 -0.4084 -0.093 0.092 -0.371
C 2.5166 -1.8923 -0.7949 0.158 -0.006 0.261
O 2.0809 -1.4833 -2.0359 0.301 -0.143 0.086
C 1.5436 -2.4296 -2.9188 0.233 -0.238 -0.264
C 0.3998 -3.2715 -2.3680 0.059 0.070 0.012
O 0.2411 -4.4238 -2.6925 0.130 -0.048 -0.119
N -0.4683 -2.6979 -1.4704 -0.396 -0.498 0.122
C -0.6360 -1.4234 -1.0076 0.435 1.292 -0.293
N -1.3619 -1.2054 0.0478 0.020 -1.485 -0.251
N -1.4688 0.0758 0.3539 -0.198 1.497 0.501
C -0.8667 0.8604 -0.4677 0.189 0.213 -0.524
S -0.6439 2.6436 -0.3475 -0.172 0.074 0.225
O 0.7009 2.8172 0.1102 -0.020 -0.029 0.226
O -1.0152 3.1333 -1.6399 -0.161 -0.093 0.014
N -1.6804 3.2091 0.7655 0.735 -0.526 -0.864
C -3.0649 3.3344 0.3632 -0.726 0.258 -0.344
C -4.0811 2.9935 1.4514 0.239 -0.189 -0.103
C -3.8147 1.6689 2.1684 -0.145 0.160 0.179
C -2.8785 1.8231 3.3658 0.178 -0.255 -0.194
C -1.4284 2.0917 2.9748 -0.184 0.258 0.118
C -1.2452 3.3552 2.1322 0.608 -0.225 0.647
S -0.0456 0.0514 -1.7573 -0.686 -0.344 0.529
C 2.7973 -0.8694 0.1092 -0.079 -0.021 -0.234
C 3.2392 -1.1741 1.3787 -0.046 -0.117 -0.102
H 3.8972 -3.8794 3.3445 0.016 -0.058 0.071
H 4.9174 -2.4382 3.2948 0.067 -0.020 0.086
H 3.2722 -2.3238 3.9082 -0.010 -0.016 0.106
H 3.2520 -4.5350 1.1583 0.013 -0.098 0.044
H 2.4663 -4.0266 -1.0852 -0.004 -0.093 -0.095
H 1.1701 -1.8505 -3.7712 0.039 -0.134 0.042
H 2.3101 -3.1253 -3.2863 -0.225 0.057 0.066
H -1.1120 -3.3627 -1.0479 0.133 0.092 -0.097
H -3.2429 4.3596 0.0114 -0.019 -0.172 -0.045
H -3.1984 2.6669 -0.4911 -0.239 0.094 0.033
H -4.1189 3.8005 2.1857 -0.088 0.067 0.012
H -5.0570 2.9560 0.9630 0.016 0.118 -0.016
H -4.7666 1.2731 2.5291 0.003 -0.039 -0.044
H -3.3898 0.9457 1.4716 -0.107 -0.057 0.021
H -3.2405 2.6317 4.0070 -0.042 0.009 0.077
H -2.9070 0.9019 3.9507 -0.027 0.018 0.095
H -0.8294 2.1969 3.8819 0.069 -0.002 0.006
H -1.0443 1.2421 2.4092 0.075 0.017 0.104
H -1.7715 4.2024 2.5793 0.042 0.039 -0.093
H -0.1822 3.5970 2.0736 -0.152 0.145 0.225
H 2.6611 0.1551 -0.2014 -0.006 0.132 -0.036
H 3.4501 -0.3731 2.0715 0.025 0.108 0.075
```
Positions in Å, forces in eV/Å.

HOMO-LUMO gap in eV: 8.92
Structure (SMILES): Cc1ccc(OCC(=O)Nc2nnc(S(=O)(=O)N3CCCCCC3)s2)cc1
Strongest force on any atom in eV/Å: 1.59
ΔE to the lowest compared entry with this formula, charge and spin in kJ/mol: 210.8

---

Molecular formula: C7H8AlCl2N2O3SY
Method: DFT, ωB97M-V with the def2-TZVPD basis set

```
25
Properties=species:S:1:pos:R:3:forces:R:3
Y 0.0437 0.5526 -7.6347 -0.424 3.425 2.982
Al 0.0883 -0.4325 -0.7756 1.801 0.092 2.080
Cl -0.8670 2.8035 -7.2725 0.667 -1.860 -0.339
Cl 1.8999 -1.4654 -1.0128 -1.291 0.382 -0.515
C -0.9796 -1.7222 0.5236 -0.949 -4.253 4.719
C -0.5189 0.9626 -9.8230 -1.887 1.068 -8.087
C 0.4055 -1.3804 -8.9269 1.401 -6.799 -4.466
O -1.1707 -2.4200 1.4327 0.753 3.701 -4.765
O -0.7699 1.0587 -10.9534 1.266 -0.360 5.987
O 0.6024 -2.3104 -9.5861 -0.974 4.568 3.198
S 0.1256 1.4080 0.5084 0.010 0.733 -1.072
C 0.1378 0.8702 2.1897 -0.417 -1.321 2.113
N -0.9862 1.0528 2.9253 0.877 -1.279 -1.520
C -1.1685 0.1418 4.0866 -0.159 0.423 0.322
C 0.0840 0.2241 4.9313 0.101 0.115 0.106
C 1.2755 -0.2423 4.1185 0.341 -0.297 0.460
N 1.2013 0.2753 2.7394 -0.706 0.751 -1.612
H -1.8122 1.1892 2.3590 -0.134 0.569 0.133
H -1.3458 -0.8727 3.7009 0.046 0.168 0.171
H -2.0592 0.4655 4.6268 0.151 0.014 -0.043
H -0.0208 -0.4188 5.8070 0.062 0.176 0.004
H 0.2470 1.2613 5.2558 -0.184 -0.310 0.068
H 1.3278 -1.3397 4.0703 -0.040 0.261 -0.140
H 2.2212 0.0971 4.5513 -0.150 0.034 -0.089
H 2.0388 0.2416 2.1585 -0.164 -0.002 0.305
```
Positions in Å, forces in eV/Å.

HOMO-LUMO gap in eV: 5.93
Strongest force on any atom in eV/Å: 8.37
Net charge: +4
ΔE to the lowest compared entry with this formula, charge and spin in kJ/mol: 0.0

---

no.,molecular weight (g/mol)
1,393.5
2,97.1
3,410.5
4,387.0